Record 1
11
Properties=species:S:1:pos:R:3:forces:R:3:lowdin_charge:R:1 method="wB97M-V/def2-TZVPD" de_lowest_kcal_mol=157.3 max_force_ev_per_a=0.8 spin_multiplicity=1 homo_lumo_gap_ev=8.961
C -0.14102 1.00882 0.25618 -0.1211 0.1879 0.1652 -0.10
C 1.03073 0.05827 0.43455 0.4822 -0.2211 0.1787 -0.19
C 0.37158 0.22389 -0.90053 0.2462 0.0563 -0.2348 -0.20
N -0.69663 -0.82345 -0.80720 -0.1434 -0.0639 -0.2176 0.06
C -1.02665 -0.22444 0.53362 -0.3072 -0.3082 0.3980 -0.27
C 0.13140 -1.07829 0.97452 0.0255 0.7348 0.3523 0.11
H -0.21983 2.07125 0.44364 -0.0619 -0.1932 -0.1715 0.13
H 2.07951 0.22105 0.64073 -0.1198 0.1078 -0.0209 0.12
H 0.78491 0.58070 -1.83999 0.0262 -0.2162 0.2486 0.14
H -2.06532 -0.28844 0.85317 0.2320 -0.0136 0.0520 0.13
H -0.24868 -1.74935 -0.58869 -0.2587 -0.0708 -0.7501 0.09

=====

Record 2
11
Properties=species:S:1:pos:R:3:forces:R:3:lowdin_charge:R:1 method="wB97M-V/def2-TZVPD" de_lowest_kcal_mol=29.7 max_force_ev_per_a=1.1 spin_multiplicity=1 smiles=Oc1cnn(S)c1Cl homo_lumo_gap_ev=9.233
C -1.15930 -0.48631 0.95548 0.5196 -0.6794 0.5266 -0.34
C -1.89154 0.60386 0.50546 -0.5529 0.6659 -0.3114 -0.10
C 0.04985 -0.36333 0.33682 0.8715 0.2831 -0.6275 -0.71
H -2.32009 -1.35609 2.14980 -0.3720 -0.1505 0.2726 0.10
H -2.89317 0.92334 0.77586 0.1982 -0.1501 -0.0896 0.12
H 0.33676 2.30393 -1.91312 0.4278 -0.3367 -0.0284 -0.11
N -1.19119 1.33046 -0.36837 -0.1386 0.2674 0.3347 0.01
N 0.01498 0.76508 -0.41986 -0.4513 -0.3882 -0.2443 -0.55
O -1.42706 -1.49189 1.83957 -0.0451 0.3559 -0.3000 0.06
S 1.13500 1.23167 -1.66017 -0.5657 0.3517 0.2743 0.80
Cl 1.43366 -1.34334 0.32733 0.1086 -0.2190 0.1931 0.73

=====

Record 3
46
Properties=species:S:1:pos:R:3:forces:R:3:lowdin_charge:R:1 method="wB97M-V/def2-TZVPD" de_lowest_kcal_mol=52.7 max_force_ev_per_a=1.3 spin_multiplicity=1 smiles=c1ccc2nc(N3CCN(Cc4ccc5c(c4)OCO5)CC3)cnc2c1 homo_lumo_gap_ev=8.075
C -6.06682 -1.97746 -0.15419 -0.0202 -0.1870 0.2541 -0.09
C -5.11002 -1.99613 0.82476 -0.1616 -0.0157 -0.1341 -0.03
C -3.99248 -1.15122 0.72374 -0.0665 0.2957 -0.5060 -0.23
N -3.03538 -1.17336 1.68472 0.1352 -0.0420 0.2200 0.13
C -2.02489 -0.37296 1.55651 0.0318 -0.1698 0.2013 -0.05
C -1.88857 0.52506 0.44771 -0.7129 0.0098 -0.6255 -0.26
N -2.80423 0.54673 -0.50838 0.4165 0.1434 0.2879 0.17
C -3.86108 -0.28093 -0.39059 -0.0825 -0.3989 0.4520 -0.22
C -4.86055 -0.28795 -1.38314 -0.1561 -0.0870 -0.0169 -0.02
C -5.93835 -1.12151 -1.25915 0.0888 0.1642 -0.1538 -0.09
H -6.70649 -1.12567 -2.01925 -0.0388 0.0186 -0.0662 0.10
H -4.74985 0.37726 -2.22568 0.0192 0.0667 -0.0780 0.11
N -0.84561 1.37882 0.34074 0.1623 0.1529 0.0582 -0.07
C 0.24372 1.40928 1.29298 0.2803 -0.0971 0.2924 -0.14
H -0.15229 1.50395 2.30954 0.0717 -0.0260 -0.0217 0.12
C 1.13420 2.61849 0.99276 -0.2333 0.0065 0.1391 -0.16
N 1.69283 2.61761 -0.34593 -0.0295 0.0211 -0.0949 -0.15
C 0.80207 2.00426 -1.32112 -0.1012 0.1108 -0.1279 -0.16
C -0.64862 2.13706 -0.87727 0.1119 0.0556 -0.4017 -0.13
H -0.90211 3.19087 -0.71868 -0.0415 -0.0255 -0.0992 0.13
H -1.32542 1.72771 -1.62865 0.1762 0.1827 0.0522 0.11
H 1.01667 0.93296 -1.45696 -0.0863 0.0754 -0.0307 0.11
H 0.94868 2.50858 -2.28215 -0.0617 -0.1216 -0.0410 0.13
C 3.07670 2.18040 -0.46219 -0.0625 0.0577 0.0717 -0.15
C 3.31857 0.72613 -0.12682 0.0772 0.0628 0.0615 -0.22
C 3.56811 0.33514 1.18156 0.0396 0.1221 -0.1357 -0.06
C 3.71464 -1.00173 1.54446 -0.0179 -0.3844 -0.0859 0.01
C 3.59784 -1.93590 0.54503 -0.1026 0.2776 -0.4765 -0.20
C 3.36492 -1.55596 -0.77719 0.0667 -0.0670 0.5281 -0.19
C 3.22824 -0.23851 -1.13795 0.0902 -0.3497 0.0206 0.04
H 3.07877 0.03680 -2.16917 -0.0461 0.0610 -0.1513 0.13
O 3.31401 -2.67275 -1.56822 -0.0322 0.5199 -0.1129 0.04
C 3.51469 -3.76931 -0.70249 0.0055 -1.2558 -0.3588 -0.16
O 3.69758 -3.29980 0.61573 0.0521 0.3622 0.3770 0.04
H 4.40721 -4.33129 -1.02074 -0.1643 0.2020 0.0871 0.14
H 2.63622 -4.43362 -0.73914 0.1607 0.2278 0.0364 0.14
H 3.91324 -1.29388 2.56174 0.0338 -0.0449 0.1472 0.12
H 3.66461 1.08726 1.95001 0.0156 0.1183 0.0721 0.11
H 3.38024 2.37528 -1.49435 0.1004 0.0213 0.0390 0.12
H 3.67223 2.81912 0.19498 0.0697 -0.0382 -0.0850 0.12
H 1.94137 2.66266 1.72343 -0.0446 0.0168 0.0181 0.11
H 0.53334 3.52860 1.10956 0.0397 -0.0916 0.1701 0.12
H 0.84027 0.48693 1.23658 -0.0616 0.0847 0.0872 0.12
H -1.27406 -0.42842 2.33256 0.1282 0.0848 0.0157 0.10
H -5.18445 -2.64525 1.68369 0.0000 -0.0661 0.0860 0.11
H -6.92967 -2.62331 -0.08339 -0.0493 -0.0544 0.0284 0.10

=====

Record 4
15
Properties=species:S:1:pos:R:3:forces:R:3:lowdin_charge:R:1 method="wB97M-V/def2-TZVPD" total_charge=-1 de_lowest_kcal_mol=53.5 max_force_ev_per_a=1.1 spin_multiplicity=1 homo_lumo_gap_ev=7.407
C -1.63031 0.39322 0.79919 -0.5976 0.2711 0.4384 -0.03
C -0.94344 1.40559 0.06230 0.1432 0.0361 -0.2480 -0.57
C -1.20146 -0.91542 0.82168 0.1877 -0.4065 0.2621 -0.49
C -0.25917 -0.36610 -1.31977 -0.1862 -0.3285 -0.3533 -0.57
C 1.03565 -0.25526 0.27850 0.2742 0.3950 -0.1243 -0.17
N 0.02054 -1.11057 -0.08527 -0.2208 -0.7353 -0.2316 0.07
N -0.08777 0.94310 -0.97892 0.7360 0.8015 0.0415 0.14
N 2.25963 -0.40990 -0.29039 -0.0595 -0.1659 0.1029 0.13
O -1.02356 2.61375 0.26414 -0.0622 0.0520 0.0747 -0.03
O -0.41056 -0.85576 -2.40860 0.0401 -0.0484 0.1459 0.08
O -1.56125 -1.89341 1.46174 -0.0189 -0.0820 0.0097 -0.01
H -2.41003 0.69808 1.47870 -0.0429 0.0029 0.0865 0.10
H 1.05144 0.17688 1.27759 -0.2303 0.2016 -0.1218 0.16
H 2.23331 -0.74805 -1.24225 0.1260 -0.0550 -0.0242 0.11
H 2.92699 0.32385 -0.11864 -0.0888 0.0614 -0.0583 0.10